Arrangement w

Molecular formula: C20H63N5O9
Method: DFT, wB97M-V/def2-TZVPD

Last column: Löwdin charge in e.
Atoms and positions in Å:
C (3.7138, 8.3058, -5.5831)  -0.0969
O (4.9904, 8.1502, -4.9724)  -0.2074
C (5.1804, 6.9390, -4.2680)  -0.2079
C (6.6841, 6.7040, -3.9682)  -0.4133
C (6.9531, 5.3822, -3.2368)  -0.0633
N (7.1429, 7.8103, -3.1571)  0.0392
H (3.0449, 8.7004, -4.8164)  0.0857
H (3.3929, 7.3618, -6.0239)  0.0813
H (3.8106, 9.0574, -6.3633)  0.0831
H (4.6891, 7.0495, -3.2967)  0.1259
H (4.7882, 6.1166, -4.8772)  0.1191
H (7.2500, 6.5638, -4.8900)  0.1251
H (6.4136, 5.3753, -2.2811)  0.0795
H (7.9958, 5.2384, -2.9723)  0.0612
H (6.5140, 4.5545, -3.7931)  0.0581
H (7.3147, 8.6454, -3.6959)  0.0681
H (6.7088, 8.0696, -2.2883)  0.0741
C (13.9447, 0.9805, -4.8983)  -0.0866
O (14.1838, 2.2844, -4.3644)  -0.2143
C (14.0846, 3.2390, -5.3916)  -0.2299
C (14.2489, 4.6728, -4.8686)  -0.4322
C (14.2205, 5.7038, -5.9375)  -0.0783
N (15.5731, 4.7822, -4.1902)  0.0431
H (14.6668, 0.8704, -5.7111)  0.0921
H (12.9009, 0.8682, -5.1949)  0.0806
H (14.1780, 0.2390, -4.1349)  0.0883
H (14.8116, 3.0174, -6.1830)  0.1312
H (13.0883, 3.2568, -5.8624)  0.1138
H (13.4314, 4.8553, -4.1661)  0.1273
H (14.3440, 6.6858, -5.4751)  0.0881
H (13.2354, 5.7043, -6.4181)  0.0668
H (14.9529, 5.6819, -6.7471)  0.0862
H (16.2599, 4.8669, -4.9351)  0.0656
H (15.8008, 3.8904, -3.7575)  0.0528
C (10.5997, 5.0754, -0.5918)  -0.0689
O (11.7505, 4.2759, -0.3448)  -0.2188
C (11.9089, 3.2780, -1.3392)  -0.1671
C (12.9216, 2.2735, -0.7972)  -0.4000
C (14.3411, 2.7411, -0.5186)  -0.0371
N (12.8933, 1.0694, -1.6231)  0.0468
H (9.7482, 4.5287, -0.1831)  0.1031
H (10.4811, 5.4299, -1.6182)  0.0942
H (10.6382, 6.0176, -0.0403)  0.0681
H (10.9666, 2.8275, -1.6565)  0.1126
H (12.3319, 3.7691, -2.2291)  0.1248
H (12.5520, 1.9896, 0.1957)  0.1263
H (14.7674, 3.2698, -1.3794)  0.0728
H (15.0236, 1.9142, -0.3177)  0.0802
H (14.4408, 3.4040, 0.3432)  0.0642
H (13.1650, 1.3427, -2.5561)  0.0408
H (13.3329, 0.2531, -1.2330)  0.0999
C (9.6625, 5.4304, -6.6635)  -0.1094
O (9.2387, 4.7922, -5.4910)  -0.1809
C (9.8362, 3.5303, -5.3443)  -0.2104
C (9.3193, 2.6114, -4.2415)  -0.4239
C (10.1167, 1.3369, -4.0625)  -0.0621
N (7.9369, 2.1803, -4.4491)  0.0430
H (10.7461, 5.5716, -6.7107)  0.0745
H (9.1417, 6.3726, -6.8249)  0.0877
H (9.3637, 4.8214, -7.5291)  0.0906
H (9.6511, 2.9812, -6.2813)  0.1278
H (10.9239, 3.6072, -5.1952)  0.1113
H (9.2896, 3.1605, -3.2942)  0.1229
H (9.6747, 0.7181, -3.2870)  0.0773
H (11.1790, 1.4612, -3.8349)  0.0446
H (10.1659, 0.7793, -5.0054)  0.0845
H (7.7784, 1.8113, -5.3852)  0.0774
H (7.2141, 2.8883, -4.4110)  0.0367
C (9.2824, 8.2957, 1.9014)  -0.0977
O (7.9177, 7.9268, 1.8133)  -0.1992
C (7.5948, 6.9196, 2.7582)  -0.2091
C (6.1406, 6.5312, 2.4931)  -0.4313
C (5.2486, 7.7026, 2.9065)  -0.0911
N (5.7055, 5.3688, 3.3082)  0.0381
H (9.4329, 9.2603, 1.4141)  0.0876
H (9.8766, 7.5885, 1.3154)  0.0648
H (9.5911, 8.3811, 2.9452)  0.0901
H (8.2404, 6.0396, 2.6350)  0.1244
H (7.7414, 7.3266, 3.7641)  0.1295
H (5.8741, 6.5310, 1.4293)  0.1326
H (5.2498, 7.9117, 3.9847)  0.0794
H (4.1980, 7.5457, 2.6534)  0.0731
H (5.6003, 8.6726, 2.5495)  0.0747
H (6.2391, 4.5378, 3.0663)  0.0672
H (4.7810, 5.2440, 2.8969)  0.0694
O (10.3480, 0.1022, -0.7475)  -0.0981
H (11.1988, 0.4013, -1.1209)  -0.0293
H (10.1925, 0.6880, 0.0169)  -0.0090
O (12.8556, 3.1983, 3.2719)  -0.0756
H (12.9006, 4.0850, 2.8488)  -0.0055
H (13.6031, 3.1764, 3.8752)  0.0337
O (10.2310, 1.6204, 1.7770)  -0.0540
H (11.0402, 2.1406, 1.8917)  0.0171
H (10.3793, 0.8238, 2.2999)  0.0594
O (13.2958, 5.3637, 1.7232)  -0.0622
H (13.8466, 6.0097, 1.2715)  0.0651
H (12.7263, 4.9820, 1.0304)  0.0163

Results
SMILES string: COC[C@H](C)N.COC[C@H](C)N.COC[C@H](C)N.COC[C@H](C)N.COC[C@H](C)N.O.O.O.O
HOMO, Ha: -0.3188
M, g/mol: 517.8
Frontier orbital gap, eV: 9.3
LUMO energy, eV: 0.593

Arrangement x

Molecular formula: C20H63N5O9
Method: DFT, wB97M-V/def2-TZVPD

Last column: Löwdin charge in e.
Atoms and positions in Å:
C (-5.2613, 8.6014, -6.1825)  -0.0891
O (-5.4892, 7.4643, -5.3224)  -0.1956
C (-4.4059, 7.2790, -4.4475)  -0.2393
C (-4.8342, 6.3872, -3.2408)  -0.3825
C (-3.6287, 6.0466, -2.2340)  -0.0512
N (-5.3396, 5.1246, -3.7829)  0.0196
H (-4.3360, 8.4431, -6.7366)  0.0826
H (-5.0741, 9.5182, -5.6236)  0.0798
H (-6.1304, 8.7462, -6.8243)  0.0881
H (-3.6726, 6.7320, -5.0401)  0.1212
H (-3.9008, 8.1768, -4.0912)  0.1171
H (-5.5977, 6.8809, -2.6395)  0.1291
H (-2.9191, 5.4087, -2.7609)  0.0648
H (-3.9415, 5.4982, -1.3455)  0.0664
H (-3.1310, 6.9631, -1.9171)  0.0621
H (-6.1211, 5.3066, -4.3962)  0.0609
H (-4.6574, 4.7196, -4.4080)  0.0662
C (2.3513, 8.8092, 2.6362)  -0.1423
O (2.9892, 7.5958, 2.8989)  -0.1845
C (2.5529, 6.9652, 4.1529)  -0.1573
C (1.2178, 6.1836, 3.9750)  -0.4285
C (0.6659, 5.4879, 5.2128)  -0.0751
N (1.4584, 5.1130, 2.9828)  0.0252
H (1.4591, 8.7113, 2.0177)  0.0851
H (3.0059, 9.5531, 2.1822)  0.0841
H (2.0842, 9.3316, 3.5548)  0.0809
H (3.2823, 6.2197, 4.4696)  0.1211
H (2.4027, 7.6980, 4.9457)  0.1128
H (0.4247, 6.8148, 3.5740)  0.1300
H (1.4388, 4.8720, 5.6725)  0.0748
H (-0.1445, 4.7898, 5.0026)  0.0740
H (0.2201, 6.1647, 5.9417)  0.0736
H (2.1985, 4.5378, 3.3590)  0.0643
H (1.8314, 5.4911, 2.1237)  0.0631
C (-1.7442, -8.6490, 2.2776)  -0.0863
O (-0.4321, -8.7963, 2.8985)  -0.1965
C (0.2432, -7.5229, 3.0264)  -0.2066
C (1.2886, -7.7750, 4.0891)  -0.4725
C (0.6926, -8.1318, 5.4735)  -0.0402
N (2.0447, -6.5565, 4.2034)  0.0170
H (-1.6797, -8.1576, 1.3068)  0.0788
H (-2.4411, -8.0835, 2.8963)  0.0830
H (-2.1323, -9.6477, 2.0775)  0.0823
H (0.6570, -7.2613, 2.0525)  0.1226
H (-0.3895, -6.6877, 3.3268)  0.1251
H (2.0010, -8.5350, 3.7683)  0.1349
H (0.3891, -9.1767, 5.5384)  0.0773
H (-0.1600, -7.4577, 5.5555)  0.0767
H (1.3792, -7.8429, 6.2692)  0.0690
H (2.8385, -6.8617, 4.7483)  0.0727
H (2.3315, -6.3412, 3.2592)  0.0692
C (-5.9501, -2.7178, -7.6998)  -0.0928
O (-5.2742, -3.0165, -6.4624)  -0.1909
C (-5.0079, -1.9172, -5.6667)  -0.2255
C (-3.8361, -2.3483, -4.6778)  -0.3907
C (-4.2921, -3.4275, -3.7418)  -0.0849
N (-3.6193, -1.1698, -3.8298)  0.0068
H (-5.3866, -2.0514, -8.3528)  0.0845
H (-6.9683, -2.3313, -7.6538)  0.0806
H (-6.1162, -3.6638, -8.2152)  0.0831
H (-4.8304, -0.9964, -6.2224)  0.1193
H (-5.9467, -1.7057, -5.1549)  0.1221
H (-2.9549, -2.6186, -5.2596)  0.1340
H (-4.9570, -3.0337, -2.9731)  0.0830
H (-3.4079, -3.8564, -3.2704)  0.0779
H (-4.7563, -4.2665, -4.2601)  0.0742
H (-3.4684, -1.3248, -2.8432)  0.0620
H (-4.4741, -0.6330, -3.7930)  0.0573
C (5.0657, -2.5937, -1.0058)  -0.1342
O (6.1884, -3.3362, -1.4125)  -0.2138
C (7.4467, -2.6237, -1.2054)  -0.1381
C (8.7453, -3.4605, -1.5336)  -0.4345
C (10.0758, -2.6981, -1.3726)  -0.0644
N (8.7612, -4.1021, -2.8052)  0.0135
H (5.1155, -1.6454, -1.5410)  0.0821
H (4.9505, -2.4070, 0.0619)  0.0840
H (4.1095, -3.0292, -1.2956)  0.0860
H (7.2617, -1.7687, -1.8557)  0.1171
H (7.4222, -2.2566, -0.1794)  0.1197
H (8.6558, -4.3389, -0.8944)  0.1271
H (10.1405, -1.7611, -1.9257)  0.0757
H (11.0150, -3.1755, -1.6518)  0.0700
H (10.2269, -2.4994, -0.3115)  0.0687
H (9.4001, -4.8833, -2.8448)  0.0765
H (7.8510, -4.5399, -2.8044)  0.0645
O (4.4539, 1.0332, 5.1077)  -0.0546
H (4.9514, 1.2637, 5.8923)  0.0271
H (3.9170, 0.2871, 5.3745)  0.0273
O (-5.8871, -0.3572, 4.6354)  -0.0544
H (-5.1356, -0.3809, 4.0430)  0.0260
H (-6.0110, 0.5721, 4.8287)  0.0268
O (-1.4981, 0.0324, 2.7577)  -0.0549
H (-1.0187, -0.3978, 3.4657)  0.0255
H (-1.2522, 0.9549, 2.8272)  0.0285
O (0.0330, -2.6573, 6.2331)  -0.0566
H (0.6034, -3.3531, 5.9065)  0.0233
H (-0.2260, -2.9497, 7.1070)  0.0287

Results
SMILES string: COC[C@H](C)N.COC[C@H](C)N.COC[C@H](C)N.COC[C@H](C)N.COC[C@H](C)N.O.O.O.O
HOMO, Ha: -0.3294
M, g/mol: 517.8
Frontier orbital gap, eV: 9.3
LUMO energy, eV: 0.382

Name the most stable of them. arrangement w.

Arrangement w

Molecular formula: C10H22N3O
Method: DFT, wB97M-V/def2-TZVPD

Last column: Löwdin charge in e.
Atoms and positions in Å:
C (0.3178, -0.7833, 1.4574)  -0.3234
C (3.3870, 0.5612, -0.9403)  -0.2226
C (2.4802, -0.5553, -1.2070)  -0.2160
C (2.8067, 1.4269, 0.1579)  -0.1868
C (2.2925, -1.4373, 0.0203)  -0.1427
C (2.4385, 0.6289, 1.3675)  -0.1333
C (-2.8748, 0.7205, -1.6438)  -0.1063
C (-3.0540, 1.2953, 0.8920)  -0.1213
C (-2.2560, 0.8068, -0.2926)  -0.2464
C (-1.8053, -1.5256, 0.5748)  -0.2117
N (1.6775, -0.6882, 1.1182)  -0.0386
N (-2.3085, -2.2777, -0.4453)  0.1110
N (-0.4953, -1.3313, 0.5165)  0.1163
O (-0.1971, -0.1585, 2.4778)  0.1766
H (4.3407, 0.1158, -0.4908)  0.1501
H (3.6698, 1.0427, -1.8175)  0.1010
H (1.5446, -0.0465, -1.6079)  0.1327
H (2.6835, -1.2889, -2.1039)  0.1596
H (3.4535, 2.1720, 0.5963)  0.1162
H (1.8084, 2.0057, -0.2054)  0.1695
H (1.6387, -2.3627, -0.1554)  0.1404
H (3.2757, -1.6873, 0.4345)  0.1364
H (3.3428, 0.3077, 1.8339)  0.1138
H (1.9430, 1.2900, 2.2192)  0.1593
H (-2.2735, 1.0161, -2.5008)  0.0785
H (-3.2184, -0.2856, -1.6368)  0.0414
H (-3.8202, 1.3236, -1.7261)  0.0997
H (-2.7363, 1.1896, 1.9084)  0.0431
H (-4.0622, 0.7269, 0.8097)  0.1085
H (-3.1882, 2.4278, 0.6487)  0.1158
H (-1.1816, 0.8062, -0.2746)  0.0638
H (-2.5586, -1.2989, 1.2911)  0.1377
H (-3.2186, -2.5491, -0.3011)  0.0795
H (-1.6680, -2.5358, -1.2070)  0.1338
H (-0.0459, -2.0380, -0.0190)  0.1275
H (0.5448, 0.4226, 2.7912)  0.1371

Results
HOMO (alpha / beta), Ha: -0.3748 / -0.3541
M, g/mol: 200.3
Total charge: +1
Frontier orbital gap (alpha / beta), eV: 7.3 / 6.8
LUMO energy (alpha / beta), eV: -2.873 / -2.835

Arrangement x

Molecular formula: C10H22N3O
Method: DFT, wB97M-V/def2-TZVPD

Last column: Löwdin charge in e.
Atoms and positions in Å:
C (-1.4699, -1.7856, 4.6323)  -0.0769
C (-2.0729, -1.4188, 3.2888)  -0.2686
N (-1.0083, -0.9869, 2.3636)  -0.0230
C (-1.4633, -0.3648, 1.1533)  -0.2735
C (-0.2847, 0.2378, 0.3666)  -0.1284
O (-0.1241, -0.3292, -0.9117)  -0.1214
C (-1.2989, -0.2497, -1.6817)  -0.1642
C (-2.3488, -1.2138, -1.1284)  -0.0506
N (-2.1032, -1.4755, 0.3397)  0.1150
H (-2.1901, -2.3280, 5.2440)  0.0845
H (-1.1685, -0.8951, 5.1870)  0.0833
H (-0.5947, -2.4203, 4.4947)  0.0850
H (-2.5774, -2.2964, 2.8742)  0.1075
H (-2.8293, -0.6310, 3.4109)  0.1219
H (-0.4030, -0.3365, 2.8540)  0.1334
H (-2.2605, 0.3750, 1.3072)  0.1657
H (-0.4096, 1.3231, 0.2873)  0.1384
H (0.6344, 0.0229, 0.9109)  0.1408
H (-1.0360, -0.5687, -2.6889)  0.1421
H (-1.6702, 0.7790, -1.7332)  0.1385
H (-3.3635, -0.8352, -1.2276)  0.1380
H (-2.2912, -2.1811, -1.6238)  0.1396
H (-2.9982, -1.6920, 0.7748)  0.1680
H (-1.5098, -2.2990, 0.4697)  0.1907
C (2.9935, 0.4251, -2.1051)  -0.1041
C (2.5007, 1.8393, -1.8305)  -0.2676
C (2.8858, 2.8264, -2.9379)  -0.1899
C (4.3378, 2.9243, -3.0956)  -0.2385
N (5.4750, 2.9859, -3.2249)  0.1569
H (4.0816, 0.3994, -2.1687)  0.0770
H (2.6863, -0.2578, -1.3131)  0.0601
H (2.5939, 0.0449, -3.0476)  0.0804
H (2.9083, 2.2001, -0.8834)  0.1142
H (1.4117, 1.8465, -1.7351)  0.0865
H (2.5013, 3.8250, -2.7259)  0.1180
H (2.4657, 2.5109, -3.8955)  0.1211

Results
HOMO, Ha: -0.4926
M, g/mol: 200.3
Total charge: +1
Frontier orbital gap, eV: 10.2
LUMO energy, eV: -3.237

Name the most stable of them. arrangement x.

Arrangement w

Molecular formula: C9H15NO2
Method: DFT, wB97M-V/def2-TZVPD

Last column: Löwdin charge in e.
Atoms and positions in Å:
C (0.8587, -0.2681, 2.6482)  0.0071
C (-1.0242, -0.8736, -0.0955)  -0.2772
C (2.1190, 0.1452, -0.6686)  -0.0170
C (1.3537, 0.5806, 0.5084)  -0.2238
C (1.7152, 1.6008, -0.5015)  -0.4659
C (0.6436, 2.1454, -1.4181)  -0.0310
C (2.7651, 2.6178, -0.0991)  -0.0341
C (-3.7746, -2.2133, -0.4229)  -0.0692
C (-2.5525, -2.6396, 0.3706)  -0.2036
N (1.3732, 0.5261, 1.8023)  0.0494
O (-0.9584, -1.0534, -1.2923)  0.0437
O (-1.7323, -1.5126, 0.7939)  -0.0549
H (1.0802, -0.1131, 3.6900)  0.0635
H (0.1730, -1.0606, 2.3572)  0.0606
H (3.1516, -0.1532, -0.5380)  0.1101
H (1.5783, -0.4310, -1.4096)  0.0969
H (1.0932, 2.5033, -2.3437)  0.0838
H (0.1232, 2.9759, -0.9451)  0.0834
H (-0.0812, 1.3726, -1.6549)  0.0613
H (2.2905, 3.4676, 0.3902)  0.0825
H (3.2992, 2.9798, -0.9764)  0.0814
H (3.4797, 2.1831, 0.5947)  0.0795
H (-3.4721, -1.6917, -1.3282)  0.0718
H (-4.3450, -3.0953, -0.7009)  0.0789
H (-4.4045, -1.5546, 0.1686)  0.0792
H (-1.9218, -3.3024, -0.2318)  0.1229
H (-2.8311, -3.1356, 1.3023)  0.1205

Results
HOMO (alpha / beta), Ha: -0.3052 / -0.2463
M, g/mol: 169.2
Frontier orbital gap (alpha / beta), eV: 8.6 / 6.4
LUMO energy (alpha / beta), eV: 0.259 / -0.284

Arrangement x

Molecular formula: C9H15NO2
Method: DFT, wB97M-V/def2-TZVPD

Last column: Löwdin charge in e.
Atoms and positions in Å:
C (-3.8291, 0.0976, 0.8955)  0.0208
C (-2.8149, -0.3401, -0.1182)  -0.4681
O (-2.6301, -1.2922, -0.8587)  0.0956
O (-1.7281, 0.4979, 0.0088)  -0.0577
C (-0.6349, 0.3408, -0.9516)  -0.1824
C (0.3314, 1.5631, -0.7586)  -0.1181
C (1.7865, 1.3973, -0.1366)  -0.1385
C (1.8941, 0.1728, 0.8277)  -0.2989
C (2.4148, -1.2241, 0.1498)  -0.0935
C (1.1078, -1.9580, -0.2721)  -0.1273
C (0.3209, -0.6928, -0.3682)  -0.3059
N (0.5820, -0.2984, 0.9998)  -0.0054
H (-3.9921, 1.1824, 0.8166)  0.0934
H (-4.8182, -0.3140, 0.8823)  0.0740
H (-3.3695, -0.1627, 1.8787)  0.1109
H (-1.0549, 0.1671, -1.9322)  0.1506
H (0.5576, 2.0147, -1.7318)  0.1075
H (-0.1090, 2.4132, -0.1414)  0.1260
H (2.5261, 1.4337, -0.9693)  0.1082
H (1.8735, 2.3721, 0.4036)  0.1075
H (2.4517, 0.4213, 1.7692)  0.1436
H (3.0536, -0.9228, -0.6818)  0.0998
H (3.1230, -1.7696, 0.7534)  0.0928
H (1.1714, -2.4729, -1.1743)  0.0920
H (0.7403, -2.6552, 0.4416)  0.0991
H (1.0833, -0.3583, -1.1700)  0.1396
H (-0.0374, 0.3873, 1.4380)  0.1345

Results
SMILES string: CC(=O)O[C@H]1CC[C@@H]2CC[C@@H]1N2
HOMO, Ha: -0.3199
M, g/mol: 169.2
Frontier orbital gap, eV: 9.6
LUMO energy, eV: 0.868

Name the most stable of them. arrangement x.